Formula: C16H34Br12N2O3
Source: the OMol25 dataset
Level of theory: the ωB97M-V functional and the def2-TZVPD basis

Structure (XYZ):
```
67
Properties=species:S:1:pos:R:3:forces:R:3:lowdin_charge:R:1
C -15.179697 -0.251635 -10.381759 0.41 -2.40 -1.21 0.07
N -16.179614 -0.680481 -11.473026 0.27 0.75 0.83 -0.39
O -16.635701 0.229391 -12.143177 0.17 -0.17 -0.06 0.01
O -16.504351 -1.837913 -11.594860 0.23 -0.30 0.14 0.04
H -14.157502 -0.411691 -10.755175 -0.46 0.15 -0.25 0.09
H -15.273479 -0.883097 -9.512508 -0.41 -0.23 0.11 0.04
H -15.395151 0.740204 -10.215818 -0.31 2.16 0.43 0.06
C -17.270083 -0.649112 -19.788879 0.03 -0.87 1.79 -0.02
N -17.270727 -2.099190 -19.363650 -1.66 2.12 0.09 0.01
C -16.181423 -2.827911 -19.528366 1.32 -1.44 0.19 -0.61
C -16.461705 -4.247948 -19.007826 1.04 -0.65 1.43 -0.02
O -15.109146 -2.420313 -19.973995 -0.81 -0.44 0.30 0.02
H -16.501138 -0.584056 -20.522243 0.50 0.13 -0.61 0.06
H -17.005663 0.067084 -18.961523 -0.27 -0.89 -0.55 0.06
H -18.217831 -0.366909 -20.206182 -0.47 -0.03 -0.16 0.07
H -18.036898 -2.595603 -18.874622 0.58 1.23 -0.65 0.14
H -15.572667 -4.911470 -19.012709 -0.39 0.67 -0.07 0.09
H -17.245215 -4.786219 -19.511796 -0.36 0.09 -0.67 0.07
H -16.829314 -4.198894 -17.940057 0.56 0.14 -0.92 0.07
Br -14.324371 -3.468932 -8.423582 0.17 0.56 0.04 0.63
C -15.461878 -4.576643 -9.547558 -0.14 -0.69 1.40 -0.72
C -16.917395 -4.289008 -9.239239 0.44 -1.04 -0.19 -0.68
Br -17.928370 -5.594608 -10.302024 -0.07 0.29 0.21 0.62
H -15.137221 -5.574149 -9.167049 -0.60 0.61 -0.98 0.06
H -15.246380 -4.362543 -10.578081 0.33 -0.15 -0.28 -0.02
H -17.230466 -3.318608 -9.523719 -0.16 0.87 -0.64 0.02
H -17.180896 -4.402827 -8.204688 0.00 -0.43 0.41 0.05
Br -18.232106 -3.055012 -14.924694 -0.03 0.24 0.08 0.64
C -19.338775 -1.770554 -13.959999 0.94 0.94 1.57 -0.66
C -19.068154 -0.317917 -14.417688 -0.34 -1.07 0.39 -0.69
Br -20.443315 0.926138 -13.720122 0.47 -0.61 -0.45 0.59
H -19.067938 -1.837758 -12.875484 -0.12 -0.18 -0.98 0.06
H -20.330297 -2.142595 -14.061562 -0.80 0.12 -0.35 0.03
H -18.965081 -0.284763 -15.487900 -0.46 0.43 -0.38 0.01
H -18.151274 0.034978 -13.979758 0.28 0.04 0.15 0.00
Br -12.977969 1.961889 -18.137231 -0.36 0.65 0.05 0.68
C -12.162835 0.644593 -16.974642 -1.82 -0.95 -0.32 -0.73
C -12.017157 -0.543390 -17.913078 -0.62 -0.47 0.35 -0.71
Br -10.873353 -1.940829 -17.128441 -0.03 0.18 0.11 0.62
H -12.859313 0.505770 -16.116203 0.68 -0.09 -0.75 0.00
H -11.244802 1.039690 -16.662696 1.23 0.50 0.49 0.01
H -11.501717 -0.165852 -18.811733 -0.46 -0.73 0.24 0.05
H -13.004653 -1.079358 -18.058835 1.33 0.94 -0.34 0.01
Br -17.499801 2.135416 -16.625605 -0.19 0.19 -0.15 0.66
C -16.499146 3.106835 -15.259548 0.91 -0.33 -0.53 -0.63
C -15.344039 2.137219 -14.872836 -2.85 0.69 0.40 -0.76
Br -14.564716 2.681890 -13.239649 0.83 0.47 0.69 0.68
H -17.202960 3.389934 -14.480415 0.24 -0.27 0.11 0.06
H -16.101627 3.987893 -15.761770 -0.13 0.02 0.17 0.06
H -14.655191 2.108823 -15.680528 0.71 -0.36 -0.44 0.00
H -15.861230 1.213132 -14.632858 0.54 -0.37 -0.32 -0.01
Br -11.286607 0.668269 -13.584854 0.66 -0.72 0.41 0.60
C -9.891690 -0.791618 -13.290009 -1.24 0.44 0.18 -0.61
C -8.744339 -0.456202 -14.188393 -0.82 0.77 0.00 -0.78
Br -7.456471 -1.857101 -14.100987 0.53 -0.31 0.09 0.67
H -10.390455 -1.710520 -13.584673 -0.04 0.02 0.04 0.03
H -9.718852 -0.778019 -12.211892 0.20 0.04 -0.32 0.06
H -8.337733 0.516928 -13.876911 0.24 -0.50 -0.43 0.07
H -9.146797 -0.448043 -15.207069 0.46 0.23 0.16 0.00
Br -15.111740 -1.470613 -16.338961 0.10 0.36 0.37 0.70
C -14.395553 -1.440747 -14.491540 -0.82 -1.21 -0.04 -0.62
C -14.521841 -2.900150 -14.032479 0.78 -0.01 0.09 -0.62
Br -13.410599 -3.109306 -12.359134 -0.48 0.10 -0.71 0.62
H -15.045042 -0.802345 -13.882867 0.37 0.08 -0.32 0.03
H -13.359695 -1.114988 -14.544328 -0.17 0.08 0.04 -0.01
H -14.063225 -3.576326 -14.776093 -0.23 0.31 0.56 0.05
H -15.545873 -3.219003 -13.784667 0.52 0.31 -0.07 0.01
```
Positions in Å, forces in eV/Å.

Values from the calculation:
SMILES string = C[N+](=O)[O-].CNC(C)=O.BrCCBr.BrCCBr.BrCCBr.BrCCBr.BrCCBr.BrCCBr
HOMO-LUMO gap = 9.42 eV
HOMO level = -9.7 eV


Formula: C43H47NO3RbSTe
Source: the OMol25 dataset
Level of theory: the ωB97M-V functional and the def2-TZVPD basis

Structure (XYZ):
```
97
Properties=species:S:1:pos:R:3:forces:R:3:lowdin_charge:R:1
Rb 1.387282 0.085645 1.841519 -0.95 -0.37 1.81 1.07
C 2.196512 0.869406 4.654998 -0.08 0.05 0.12 -0.35
C 0.802818 1.042404 4.821440 0.15 0.01 -0.05 -0.32
C 0.217916 -0.234781 4.940455 0.06 0.02 -0.12 -0.29
C 1.243870 -1.202805 4.844953 0.00 0.10 -0.05 -0.29
C 2.469198 -0.516216 4.673220 -0.05 -0.06 0.06 -0.33
C 3.842805 -1.105203 4.520410 0.01 -0.04 0.00 -0.07
C 1.039254 -2.689451 4.933998 0.01 -0.01 0.02 -0.07
C -1.242782 -0.487588 5.180449 0.01 -0.04 0.04 -0.06
C 0.037856 2.333774 4.870630 0.01 0.03 0.03 -0.07
C 3.241676 1.934766 4.472470 -0.06 -0.08 0.09 -0.07
H 4.546149 -0.709978 5.263490 -0.01 0.00 0.01 0.07
H 4.292042 -0.903634 3.538091 -0.02 0.01 -0.01 0.06
H 3.832069 -2.190800 4.641152 0.00 0.00 0.00 0.05
H 0.507669 -2.978046 5.848544 0.01 0.00 0.00 0.06
H 1.991528 -3.224297 4.941074 0.00 0.01 0.00 0.05
H 0.456997 -3.096372 4.097268 0.00 0.01 -0.01 0.06
H -1.642694 0.161718 5.968660 0.02 -0.01 0.01 0.06
H -1.418859 -1.520027 5.497587 0.00 0.00 -0.01 0.06
H -1.868941 -0.318210 4.297403 -0.01 0.01 -0.04 0.06
H -0.606465 2.390787 5.756164 0.01 0.00 0.00 0.06
H -0.622968 2.479301 4.005757 0.00 -0.01 -0.01 0.07
H 0.705079 3.198253 4.908434 0.00 -0.01 0.00 0.05
H 3.946344 1.963567 5.313246 0.04 0.03 -0.04 0.07
H 2.795950 2.928956 4.395002 0.01 0.00 -0.02 0.06
H 3.847043 1.776580 3.568795 0.01 0.03 0.00 0.06
C -2.700348 0.099909 -4.941771 0.00 0.00 0.01 -0.07
C -1.836709 0.340636 -3.732201 0.12 0.02 0.09 -0.27
C -1.015039 1.442485 -3.613914 -0.09 -0.03 -0.13 -0.01
C -0.167699 1.658552 -2.515441 -0.17 0.43 -0.16 -0.09
C 0.627593 2.904421 -2.504876 0.21 0.02 -0.10 -0.29
O 1.808479 2.966269 -2.199500 -0.11 0.01 -0.02 0.05
C -0.050264 4.181505 -2.956656 0.13 -0.21 0.06 -0.15
C -1.383203 4.443514 -2.672952 -0.13 0.01 0.02 -0.03
C -1.960382 5.640906 -3.075723 0.03 -0.03 -0.01 -0.08
C -1.208649 6.572292 -3.778781 0.01 -0.02 0.01 -0.10
C 0.128753 6.316278 -4.057569 -0.01 -0.05 0.03 -0.09
C 0.706679 5.128422 -3.636017 0.00 0.11 -0.05 -0.02
C -0.140085 0.746150 -1.424033 -0.18 -0.10 0.20 -0.37
O 0.535794 0.883741 -0.360389 -0.33 0.31 -0.84 -0.31
C -1.019233 -0.380551 -1.559782 -0.08 -0.34 -0.08 -0.11
C -1.821681 -0.566582 -2.658840 0.00 -0.01 -0.03 0.01
C -1.021151 -1.394120 -0.452752 -0.23 0.23 -0.03 -0.21
N -0.161407 -2.317561 -0.325016 0.24 0.21 0.26 0.08
C 0.913967 -2.444996 -1.287719 -0.12 0.12 0.00 -0.31
C 0.544930 -3.534216 -2.271253 0.19 -0.11 -0.25 -0.49
Te -0.316725 -5.264894 -1.366753 -0.03 -0.28 -0.15 1.25
C -2.252369 -4.450282 -1.457812 -0.19 -0.08 0.15 -0.57
C -2.818379 -4.087712 -2.677474 -0.07 -0.07 0.03 -0.17
C -4.070285 -3.488627 -2.716511 0.01 -0.04 0.00 -0.11
C -4.769054 -3.253685 -1.539209 0.04 -0.06 0.03 -0.08
C -4.217605 -3.631905 -0.323837 -0.08 -0.17 -0.10 -0.09
C -2.964489 -4.230891 -0.282269 -0.12 -0.14 -0.19 -0.15
C -2.130263 -1.349740 0.556037 0.21 0.20 -0.09 -0.15
C -3.207683 -0.485900 0.398557 -0.03 0.03 0.08 -0.01
C -4.247074 -0.480544 1.322498 0.05 -0.02 -0.04 -0.08
C -4.210683 -1.335052 2.412764 0.02 0.01 0.02 -0.10
C -3.127508 -2.191490 2.582336 0.04 0.03 0.03 -0.09
C -2.095012 -2.197516 1.662283 0.04 0.18 0.17 -0.05
H -2.742292 0.987901 -5.574243 0.00 0.00 0.00 0.07
H -3.723883 -0.154838 -4.655954 -0.01 0.01 0.00 0.07
H -2.324452 -0.723306 -5.556257 0.01 -0.01 0.00 0.07
H -1.007226 2.174098 -4.419099 -0.02 -0.01 0.05 0.12
H -1.962582 3.709755 -2.125032 0.01 0.01 -0.05 0.12
H -2.998302 5.843479 -2.844764 -0.01 0.01 0.01 0.10
H -1.663109 7.498768 -4.106775 0.00 0.01 0.01 0.10
H 0.719967 7.043792 -4.599103 0.00 0.01 -0.01 0.10
H 1.751101 4.917619 -3.825272 0.01 -0.01 0.00 0.11
H -2.471796 -1.438557 -2.687288 0.05 0.07 0.00 0.11
H 1.834225 -2.686313 -0.752908 -0.03 -0.06 0.07 0.12
H 1.086366 -1.524958 -1.855424 0.00 0.05 0.06 0.10
H 1.397185 -3.873286 -2.859783 0.03 0.07 0.00 0.04
H -0.219821 -3.166505 -2.956641 0.01 -0.05 -0.02 0.04
H -2.282207 -4.271329 -3.600935 0.02 0.00 0.00 0.09
H -4.496937 -3.200514 -3.669669 0.00 0.01 -0.01 0.10
H -5.736025 -2.768188 -1.568991 -0.02 0.00 0.00 0.10
H -4.747648 -3.437687 0.599959 0.02 0.02 -0.02 0.10
H -2.525682 -4.492793 0.672136 -0.04 -0.04 -0.11 0.09
H -3.234935 0.182002 -0.452523 0.00 0.00 0.00 0.12
H -5.080524 0.197833 1.190033 -0.01 0.01 0.00 0.10
H -5.011574 -1.322280 3.141576 -0.01 0.00 0.00 0.10
H -3.080693 -2.843797 3.444957 0.00 0.01 0.02 0.11
H -1.245983 -2.858762 1.780393 0.01 0.04 0.02 0.11
O 3.360662 -0.207448 0.352101 0.95 0.15 -0.86 -0.73
S 3.241833 0.999209 -0.560332 0.54 -0.26 0.15 0.92
C 4.938623 1.628082 -0.694406 0.10 0.00 0.01 -0.31
C 5.673318 0.657453 -1.602679 -0.05 -0.02 0.00 -0.24
C 4.741871 0.528768 -2.805213 -0.02 0.00 0.05 -0.22
C 3.346787 0.269106 -2.234710 -0.14 0.08 -0.13 -0.28
H 5.318696 1.705647 0.323293 0.01 0.01 -0.01 0.09
H 4.864870 2.622698 -1.142528 0.02 0.02 0.03 0.10
H 5.760123 -0.304665 -1.092155 0.04 0.00 -0.01 0.11
H 6.675689 0.993349 -1.871858 -0.01 0.06 -0.01 0.11
H 5.044306 -0.263422 -3.491618 -0.02 -0.02 0.00 0.11
H 4.736557 1.469353 -3.361889 0.02 -0.01 -0.02 0.11
H 3.172332 -0.786957 -2.033218 0.03 0.00 0.00 0.08
H 2.540576 0.670154 -2.843785 -0.03 -0.02 0.01 0.08
```
Positions in Å, forces in eV/Å.

Values from the calculation:
HOMO-LUMO gap = 5.12 eV
HOMO level = -3.1 eV
total charge = -1